Molecular formula: C2H3NS3
Method: DFT, ωB97M-V/def2-TZVPD

electronic energy: -1327.26561 Ha
E_LUMO: -0.051 Ha
SMILES: S=C(S)/C=N/S
charge: 0
orbital gap: 7.6813 eV
F_max: 2.53 eV Å⁻¹

Each line ends with the natural charge from an NBO analysis.
Cartesian coordinates (Å):
C: 0.352 0.168 0.469  -0.01
C: 0.774 0.240 -0.920  -0.32
H: -2.357 -0.562 2.491  0.12
H: 1.081 0.414 1.276  0.19
H: 0.429 -0.458 -3.147  0.15
N: -0.871 -0.082 0.763  -0.52
S: -1.352 0.277 2.334  0.23
S: -0.462 -0.275 -2.106  0.11
S: 2.406 0.278 -1.160  0.05


Molecular formula: C3H12NO2
Method: DFT, ωB97M-V/def2-TZVPD

electronic energy: -326.47426 Ha
E_LUMO: -0.117 Ha
charge: +1
orbital gap: 11.0242 eV
F_max: 2.30 eV Å⁻¹

Each line ends with the natural charge from an NBO analysis.
Cartesian coordinates (Å):
C: 1.920 -0.281 0.397  -0.69
C: 1.208 0.287 -0.762  0.13
C: 1.698 1.092 -1.686  -0.36
N: -0.261 0.090 -0.642  -0.72
H: 1.616 0.094 1.396  0.25
H: 1.880 -1.372 0.485  0.24
H: 2.981 -0.186 0.242  0.26
H: 1.103 1.779 -2.298  0.22
H: 2.791 1.253 -1.813  0.25
H: -0.519 -0.878 -0.326  0.48
H: -0.792 0.321 -1.520  0.46
H: -0.623 0.661 0.185  0.47
H: -3.179 -0.621 0.204  0.50
H: -2.941 -1.577 -0.998  0.50
O: -2.508 -0.865 -0.505  -0.99
H: -0.984 -0.357 2.989  0.50
H: -2.112 0.475 2.466  0.49
O: -1.278 0.087 2.185  -0.97


Molecular formula: C4H8N2O
Method: DFT, ωB97M-V/def2-TZVPD

electronic energy: -341.86588 Ha
E_LUMO: 0.035 Ha
charge: 0
orbital gap: 9.6220 eV
F_max: 3.11 eV Å⁻¹

Each line ends with the natural charge from an NBO analysis.
Cartesian coordinates (Å):
C: 2.337 -3.991 0.925  -0.47
C: -0.597 0.876 0.353  0.61
C: 0.109 0.530 -1.025  -0.74
C: -2.004 1.478 0.304  -0.72
N: 1.612 -3.203 0.221  0.08
N: 0.994 -2.425 -0.330  -0.04
O: -0.018 0.609 1.360  -0.55
H: 2.449 -3.819 1.929  0.22
H: 2.917 -4.772 0.439  0.22
H: 0.720 1.384 -1.218  0.22
H: -0.508 0.468 -1.898  0.21
H: 0.721 -0.412 -0.986  0.26
H: -2.125 2.250 -0.591  0.22
H: -2.282 1.854 1.246  0.23
H: -2.619 0.630 0.254  0.24